No. 1
Entry from the Open Molecules 2025 dataset: one molecule with the formula C15H21N3OS2 at a distorted geometry (wB97M-V/def2-TZVPD).

electronic energy	-1620.08173	Ha
Kohn-Sham gap	8.11	eV
SMILES	C=CCn1c(N)c(C(=O)NCCC2=CCCCC2)sc1=S
HOMO level	-7.67	eV

Structure (XYZ):
```
42
Properties=species:S:1:pos:R:3:forces:R:3
C -2.51161 -4.27501 -0.73781 0.00 -0.12 0.02
C -2.54579 -3.12681 -0.09028 -0.08 0.21 0.04
C -3.45111 -1.99017 -0.47398 -0.21 -0.37 0.16
N -2.67833 -0.85069 -0.93221 -0.01 0.12 0.04
C -2.12197 0.07520 -0.08850 0.43 0.97 -0.08
N -2.33094 0.05715 1.24749 -0.10 -0.19 0.22
C -1.40522 1.05348 -0.73597 -0.20 -0.45 -0.17
C -0.58290 2.03254 -0.05159 -0.42 -0.22 -0.26
O -0.57377 2.09660 1.17760 0.22 0.17 0.35
N 0.13881 2.86652 -0.83940 -0.07 0.26 -0.26
C 1.30392 3.53453 -0.31619 0.27 0.10 0.13
C 2.56987 2.68305 -0.54214 -0.28 -0.11 0.03
C 2.37755 1.30922 0.03929 0.30 0.17 -0.12
C 1.92181 0.30310 -0.69632 0.03 -0.19 -0.07
C 1.63486 -1.07014 -0.17270 0.10 -0.08 0.12
C 2.22426 -1.27956 1.21873 -0.23 0.03 0.00
C 1.94776 -0.05783 2.08676 0.26 -0.04 0.05
C 2.65939 1.15996 1.50686 -0.23 -0.17 0.10
S -1.43574 0.76939 -2.46971 -0.34 -0.43 0.35
C -2.40821 -0.66718 -2.25791 0.25 0.27 -0.32
S -2.93039 -1.63446 -3.47032 -0.03 -0.11 -0.42
H -1.84213 -5.06843 -0.45346 0.15 -0.12 0.10
H -3.15424 -4.46445 -1.58085 -0.15 0.03 -0.19
H -1.87822 -2.94298 0.74276 0.13 -0.06 0.10
H -4.06871 -1.66574 0.36922 0.02 0.02 -0.11
H -4.09786 -2.29519 -1.30053 0.04 0.12 0.17
H -2.49240 -0.82026 1.71153 0.01 0.00 -0.02
H -1.75785 0.75694 1.72216 -0.05 -0.12 0.00
H 0.14444 2.67062 -1.83016 0.02 0.00 0.11
H 1.12774 3.67790 0.75151 0.03 0.10 -0.13
H 1.40970 4.50848 -0.79991 0.00 -0.03 0.12
H 2.75940 2.61286 -1.61564 0.06 0.03 -0.01
H 3.41683 3.18362 -0.07086 0.09 0.05 -0.05
H 1.71965 0.44612 -1.75090 0.02 0.16 -0.14
H 2.02639 -1.81701 -0.86867 -0.08 -0.01 -0.01
H 0.54675 -1.20829 -0.14203 -0.04 -0.07 -0.04
H 1.80196 -2.17869 1.67297 0.07 -0.03 -0.01
H 3.30395 -1.42155 1.13656 0.06 -0.06 0.02
H 2.28202 -0.23353 3.11109 -0.05 0.01 0.03
H 0.87526 0.14433 2.10794 -0.06 0.00 0.04
H 2.33385 2.05949 2.03303 0.05 0.08 0.02
H 3.74123 1.06690 1.65248 0.03 0.08 0.05
```
Positions in Å, forces in eV/Å.



No. 2
Entry from the Open Molecules 2025 dataset: C15H21N4O3PtSTe as an isolated structure (wB97M-V/def2-TZVPD).

electronic energy	-1814.24037	Ha
Kohn-Sham gap	7.75	eV
HOMO level	-10.58	eV
net charge	+1

Structure (XYZ):
```
46
Properties=species:S:1:pos:R:3:forces:R:3
Pt 0.91547 0.95167 1.38258 0.11 0.24 -0.15
N -3.60825 -2.78860 -4.26031 0.04 -0.01 0.01
C -3.28021 -2.09837 -3.12344 -0.01 0.01 -0.01
C -3.48342 -2.67078 -1.85941 0.01 0.00 0.01
C -3.12815 -1.98993 -0.71557 0.03 -0.02 -0.01
C -2.55806 -0.72556 -0.81557 -0.02 0.00 0.00
C -2.35470 -0.13926 -2.05889 -0.09 -0.03 0.01
C -2.71005 -0.81951 -3.20517 0.00 0.01 -0.02
S -2.08750 0.12162 0.63220 0.17 -0.21 -0.03
O -1.90637 1.50891 0.30661 -0.02 -0.05 -0.08
O -2.92378 -0.27714 1.72202 -0.02 0.06 -0.02
N -0.52610 -0.45593 0.93372 -0.23 0.18 0.22
C -0.31473 -1.11471 2.12927 0.09 -0.04 -0.05
N 0.68355 -0.45525 2.77787 -0.13 -0.13 -0.07
C 1.11003 -0.90722 3.95226 0.04 0.00 0.04
C 0.53243 -2.03929 4.48643 0.00 0.03 0.01
C -0.47673 -2.65034 3.74777 -0.01 0.00 -0.01
N -0.90091 -2.20473 2.56826 -0.06 -0.03 0.01
H -4.20910 -3.58947 -4.17781 -0.01 0.00 0.00
H -3.67992 -2.28407 -5.12588 -0.01 0.00 0.00
H -3.93290 -3.65313 -1.78577 0.00 0.00 0.00
H -3.29477 -2.42622 0.26070 0.00 0.00 0.00
H -1.95558 0.86574 -2.11312 -0.04 -0.01 0.00
H -2.57361 -0.35906 -4.17616 0.01 0.00 0.00
H 1.89739 -0.35699 4.44962 0.01 0.00 0.00
H 0.85426 -2.43528 5.43681 0.00 0.01 0.00
H -0.96066 -3.54567 4.11968 0.00 0.00 -0.01
C 1.29798 0.30260 -1.76492 -0.02 0.03 0.00
C 0.94521 1.71702 -1.46295 -0.15 -0.05 -0.08
C 0.68032 2.65943 -2.58567 -0.01 0.00 0.04
O 0.79112 2.13341 -0.31093 0.28 0.01 0.17
H 1.86308 0.22477 -2.69136 0.00 0.00 0.00
H 0.35622 -0.24318 -1.89634 0.01 -0.02 0.01
H 1.82778 -0.15659 -0.93209 0.01 0.00 -0.03
H 1.42271 2.55617 -3.37551 0.02 0.00 0.02
H 0.62356 3.68309 -2.22634 -0.03 0.00 -0.01
H -0.28688 2.38251 -3.01704 0.01 0.02 -0.02
C 3.51910 3.39727 0.55207 0.01 0.01 -0.01
Te 2.67568 2.58165 2.31918 0.07 0.03 0.05
C 4.34181 1.32666 2.71982 -0.02 -0.04 -0.02
H 4.41293 3.95214 0.82467 -0.01 0.01 0.02
H 2.78781 4.06854 0.11046 0.00 -0.01 -0.01
H 3.76707 2.59290 -0.13553 -0.02 0.00 0.01
H 4.58033 0.74721 1.83271 -0.01 0.00 0.00
H 4.08518 0.66104 3.53978 0.00 0.00 0.01
H 5.18136 1.95194 3.01133 0.00 0.01 0.00
```
Positions in Å, forces in eV/Å.



No. 3
Entry from the Open Molecules 2025 dataset: one molecule with the formula C15H21N5O2 at a distorted geometry (wB97M-V/def2-TZVPD).

electronic energy	-1008.45343	Ha
Kohn-Sham gap	9.51	eV
SMILES	Cc1nc2nc(C)c(CCC(=O)N3CCOCC3)c(C)n2n1
HOMO level	-9.08	eV

Structure (XYZ):
```
43
Properties=species:S:1:pos:R:3:forces:R:3
C -3.36268 -4.39806 1.08615 0.23 -0.56 0.04
C -2.33183 -3.46846 0.52615 0.84 -0.04 0.52
N -0.98415 -3.58522 0.80439 -0.67 -0.42 -0.16
C -0.43513 -2.62588 0.09892 0.54 1.01 -0.83
N 0.90578 -2.30625 -0.07017 -1.28 0.12 0.75
C 1.21978 -1.22520 -0.73702 -1.68 0.40 -1.39
C 2.68204 -0.90919 -0.84953 0.15 0.17 0.81
C 0.18474 -0.42314 -1.49677 -0.30 -1.49 1.30
C 0.55885 0.70454 -2.44065 -0.01 -0.03 0.20
C 0.32902 2.12770 -1.92765 -1.28 -0.18 1.37
C 1.30998 2.43361 -0.80386 0.71 0.03 0.75
O 2.41781 2.71892 -1.21201 0.94 0.34 0.23
N 1.07028 2.33604 0.56818 -0.46 -0.73 -0.78
C -0.24651 1.98811 1.12038 -0.50 1.15 -0.81
C -0.15150 1.02297 2.26147 0.97 -0.27 0.45
O 0.73494 1.57182 3.27377 -0.08 -0.36 -0.28
C 2.07142 1.80049 2.78882 -0.98 -0.40 -0.87
C 2.07791 2.73083 1.57771 0.31 0.45 -0.56
C -1.15084 -0.83270 -1.35823 0.84 0.83 -0.27
C -2.33917 -0.15728 -2.00189 0.12 -0.05 -0.14
N -1.44036 -1.90248 -0.54647 0.85 -0.35 0.18
N -2.66242 -2.47597 -0.26946 0.57 0.78 -0.48
H -3.96016 -4.80319 0.25845 0.12 0.07 0.23
H -4.06021 -3.89174 1.77048 0.38 -0.14 -0.15
H -2.84720 -5.24267 1.59704 -0.46 0.70 -0.28
H 2.93592 0.12752 -0.61663 -0.29 0.08 -0.02
H 3.05979 -1.08681 -1.83848 0.08 -0.18 -0.65
H 3.23742 -1.54303 -0.15318 -0.18 0.00 -0.15
H 0.00701 0.59647 -3.35913 -0.34 -0.13 -0.40
H 1.59197 0.62732 -2.73412 0.51 -0.15 0.03
H -0.71659 2.21226 -1.60594 0.11 0.09 -0.08
H 0.49370 2.88599 -2.69429 0.18 -0.23 0.05
H -0.67957 2.94878 1.47534 -0.19 -0.58 -0.04
H -0.89924 1.55991 0.32694 0.50 0.36 0.53
H 0.24989 0.05825 1.87626 -0.10 0.34 0.33
H -1.15154 0.83524 2.70425 0.74 0.25 -0.02
H 2.54971 0.85579 2.48631 -0.29 -0.07 0.09
H 2.67777 2.21663 3.58541 -0.22 0.15 0.24
H 3.08058 2.67494 1.13332 -0.36 0.04 -0.14
H 1.93337 3.79518 1.86186 -0.18 -0.55 -0.01
H -2.07715 0.72652 -2.59764 0.18 -0.45 0.14
H -2.86563 -0.87919 -2.64933 0.04 0.31 0.38
H -3.01780 0.20061 -1.21913 -0.06 -0.32 -0.12
```
Positions in Å, forces in eV/Å.



Repeat the second record exactly.
Entry from the Open Molecules 2025 dataset: C15H21N4O3PtSTe as an isolated structure (wB97M-V/def2-TZVPD).

electronic energy	-1814.24037	Ha
Kohn-Sham gap	7.75	eV
HOMO level	-10.58	eV
net charge	+1

Structure (XYZ):
```
46
Properties=species:S:1:pos:R:3:forces:R:3
Pt 0.91547 0.95167 1.38258 0.11 0.24 -0.15
N -3.60825 -2.78860 -4.26031 0.04 -0.01 0.01
C -3.28021 -2.09837 -3.12344 -0.01 0.01 -0.01
C -3.48342 -2.67078 -1.85941 0.01 0.00 0.01
C -3.12815 -1.98993 -0.71557 0.03 -0.02 -0.01
C -2.55806 -0.72556 -0.81557 -0.02 0.00 0.00
C -2.35470 -0.13926 -2.05889 -0.09 -0.03 0.01
C -2.71005 -0.81951 -3.20517 0.00 0.01 -0.02
S -2.08750 0.12162 0.63220 0.17 -0.21 -0.03
O -1.90637 1.50891 0.30661 -0.02 -0.05 -0.08
O -2.92378 -0.27714 1.72202 -0.02 0.06 -0.02
N -0.52610 -0.45593 0.93372 -0.23 0.18 0.22
C -0.31473 -1.11471 2.12927 0.09 -0.04 -0.05
N 0.68355 -0.45525 2.77787 -0.13 -0.13 -0.07
C 1.11003 -0.90722 3.95226 0.04 0.00 0.04
C 0.53243 -2.03929 4.48643 0.00 0.03 0.01
C -0.47673 -2.65034 3.74777 -0.01 0.00 -0.01
N -0.90091 -2.20473 2.56826 -0.06 -0.03 0.01
H -4.20910 -3.58947 -4.17781 -0.01 0.00 0.00
H -3.67992 -2.28407 -5.12588 -0.01 0.00 0.00
H -3.93290 -3.65313 -1.78577 0.00 0.00 0.00
H -3.29477 -2.42622 0.26070 0.00 0.00 0.00
H -1.95558 0.86574 -2.11312 -0.04 -0.01 0.00
H -2.57361 -0.35906 -4.17616 0.01 0.00 0.00
H 1.89739 -0.35699 4.44962 0.01 0.00 0.00
H 0.85426 -2.43528 5.43681 0.00 0.01 0.00
H -0.96066 -3.54567 4.11968 0.00 0.00 -0.01
C 1.29798 0.30260 -1.76492 -0.02 0.03 0.00
C 0.94521 1.71702 -1.46295 -0.15 -0.05 -0.08
C 0.68032 2.65943 -2.58567 -0.01 0.00 0.04
O 0.79112 2.13341 -0.31093 0.28 0.01 0.17
H 1.86308 0.22477 -2.69136 0.00 0.00 0.00
H 0.35622 -0.24318 -1.89634 0.01 -0.02 0.01
H 1.82778 -0.15659 -0.93209 0.01 0.00 -0.03
H 1.42271 2.55617 -3.37551 0.02 0.00 0.02
H 0.62356 3.68309 -2.22634 -0.03 0.00 -0.01
H -0.28688 2.38251 -3.01704 0.01 0.02 -0.02
C 3.51910 3.39727 0.55207 0.01 0.01 -0.01
Te 2.67568 2.58165 2.31918 0.07 0.03 0.05
C 4.34181 1.32666 2.71982 -0.02 -0.04 -0.02
H 4.41293 3.95214 0.82467 -0.01 0.01 0.02
H 2.78781 4.06854 0.11046 0.00 -0.01 -0.01
H 3.76707 2.59290 -0.13553 -0.02 0.00 0.01
H 4.58033 0.74721 1.83271 -0.01 0.00 0.00
H 4.08518 0.66104 3.53978 0.00 0.00 0.01
H 5.18136 1.95194 3.01133 0.00 0.01 0.00
```
Positions in Å, forces in eV/Å.